[1]
{"formula": "C4H8NO2", "method": "ωB97M-V with the def2-TZVPD basis set", "elements": ["O", "C", "C", "C", "N", "C", "O", "H", "H", "H", "H", "H", "H", "H", "H"], "xyz": [[2.677204, -1.617603, 0.854208], [1.448976, -1.316437, 0.907778], [0.483724, -1.436803, -0.076108], [-0.885115, -0.908052, 0.128134], [-1.129629, 0.493368, -0.375968], [-0.297556, 1.565298, 0.010214], [0.071282, 2.402324, -1.093273], [1.035910, -0.887885, 1.861207], [0.720399, -1.867476, -1.047587], [-1.039856, -0.855942, 1.210691], [-1.636318, -1.461723, -0.443071], [-1.489290, 0.557174, -1.314096], [-0.764850, 2.275814, 0.700913], [0.594180, 1.214007, 0.539831], [0.210939, 1.843937, -1.862873]], "atomic_forces_ev_per_a": [[-0.40, 0.13, 0.31], [0.39, -0.31, -0.59], [-0.09, -0.13, 0.01], [0.87, 1.00, -0.51], [-0.69, -0.34, 0.16], [0.47, 0.52, 0.16], [-0.10, 0.21, -0.10], [0.14, -0.04, 0.04], [0.20, 0.08, 0.05], [-0.61, -0.29, -0.08], [-0.18, -0.31, 0.61], [0.06, 0.03, 0.03], [-0.33, 0.08, 0.00], [0.06, -0.37, -0.22], [0.22, -0.26, 0.13]], "nbo_charge": [-0.79, 0.27, -0.56, -0.23, -0.70, 0.11, -0.75, 0.05, 0.17, 0.17, 0.17, 0.35, 0.12, 0.17, 0.46], "total_energy_ev": -9862.170, "largest_force_ha_per_bohr": 0.028, "charge": -1, "lumo_ev": 3.9, "relative_energy_kj_mol": 252.4, "orbital_gap_ev": 6.294}

[2]
{"formula": "C4H8NO2", "method": "ωB97M-V with the def2-TZVPD basis set", "elements": ["C", "C", "C", "C", "N", "O", "O", "H", "H", "H", "H", "H", "H", "H", "H"], "xyz": [[-1.338874, -0.220589, -1.686399], [-0.684955, -0.546358, 1.309051], [-0.079003, 0.607217, 0.579352], [-0.187631, -0.147393, -0.716461], [1.362350, 0.750303, 0.860360], [-1.171072, -0.838356, -2.723106], [0.946283, -0.757028, -1.064676], [-2.204098, 0.337058, -1.521851], [0.012921, -1.210547, 1.758947], [-1.719114, -0.655462, 1.723106], [-0.711755, 1.592383, 0.664147], [1.582384, 1.701662, 0.858976], [1.900802, 0.202760, 0.182972], [1.485735, 0.359216, 1.756347], [0.806026, -1.174866, -1.980765]], "atomic_forces_ev_per_a": [[2.40, -1.09, -0.90], [-0.54, 0.53, -1.60], [-3.02, 1.10, -0.31], [-1.49, -0.71, 2.00], [-0.89, -0.50, -0.27], [0.19, 0.33, 1.04], [-0.07, -0.82, -1.97], [-1.69, 0.95, 0.72], [0.52, -0.88, -0.19], [1.01, 0.69, -0.95], [1.63, -1.64, -0.30], [1.02, 1.92, -0.02], [0.17, 0.04, -0.30], [0.71, -0.38, 1.62], [0.05, 0.45, 1.43]], "nbo_charge": [0.35, -0.43, -0.16, 0.26, -0.66, -0.48, -0.70, 0.17, 0.21, 0.27, 0.26, 0.45, 0.47, 0.44, 0.55], "total_energy_ev": -9852.552, "largest_force_ha_per_bohr": 0.063, "charge": 1, "lumo_ev": [-4.8, -4.8], "relative_energy_kj_mol": 364.6, "orbital_gap_ev": [8.110, 8.008]}

[3]
{"formula": "C4H8NO2", "method": "ωB97M-V with the def2-TZVPD basis set", "elements": ["C", "O", "C", "C", "C", "N", "O", "H", "H", "H", "H", "H", "H", "H", "H"], "xyz": [[1.626784, -1.394557, -1.228318], [0.797084, -0.250181, -1.026281], [-0.209037, -0.314348, -0.215438], [-1.267619, 0.798303, -0.232916], [-1.094969, 1.197207, 1.240054], [0.149355, 0.499497, 1.344741], [1.137163, 0.795486, 1.906558], [1.444947, -1.784088, -2.229906], [1.424833, -2.171242, -0.490636], [2.662572, -1.066677, -1.153165], [-0.557135, -1.302422, 0.103032], [-2.256543, 0.439304, -0.506747], [-0.971861, 1.597593, -0.910285], [-1.057270, 2.255904, 1.513338], [-1.828303, 0.700221, 1.885968]], "atomic_forces_ev_per_a": [[0.60, -0.74, -0.24], [-0.42, 0.61, -0.02], [-0.31, -0.04, 0.51], [0.28, 0.06, -0.26], [-1.40, 0.98, 0.36], [1.77, -0.82, -0.37], [-0.82, 0.04, -0.12], [-0.05, 0.10, 0.07], [-0.03, 0.09, 0.04], [-0.14, 0.00, 0.05], [0.14, 0.05, -0.09], [0.03, -0.05, 0.09], [0.09, -0.05, 0.03], [0.12, -0.17, -0.06], [0.14, -0.06, 0.01]], "nbo_charge": [-0.26, -0.44, 0.34, -0.46, -0.32, 0.29, -0.08, 0.22, 0.19, 0.23, 0.21, 0.27, 0.26, 0.27, 0.28], "total_energy_ev": -9851.930, "largest_force_ha_per_bohr": 0.039, "charge": 1, "lumo_ev": -6.2, "relative_energy_kj_mol": 424.6, "orbital_gap_ev": 9.033}

[4]
{"formula": "C4H8NO2", "method": "ωB97M-V with the def2-TZVPD basis set", "elements": ["C", "N", "C", "O", "C", "C", "O", "H", "H", "H", "H", "H", "H", "H", "H"], "xyz": [[0.095672, 1.431622, -0.267211], [-0.357624, 0.006364, -0.226390], [-1.363801, -0.368105, 0.536373], [-2.244697, 0.544976, 0.954804], [0.599807, -0.873664, -0.790794], [1.824536, -0.846187, 0.102792], [2.106626, 0.169511, 0.632528], [0.073686, 1.760014, 0.812250], [-0.469321, 2.173071, -0.901782], [1.097685, 1.337503, -0.521899], [-1.526688, -1.352951, 0.742933], [-3.122809, 0.206432, 1.261854], [0.982599, -0.537373, -1.775744], [0.102007, -1.820879, -0.888929], [2.202323, -1.830332, 0.329215]], "atomic_forces_ev_per_a": [[-2.39, 1.38, 1.50], [-2.12, 2.03, 1.19], [-0.03, 3.77, -1.81], [0.84, -0.78, -0.35], [0.46, -0.84, -0.77], [-1.44, -1.27, 0.18], [1.80, 0.49, 1.18], [0.00, 0.04, -1.29], [0.21, -1.32, 0.51], [1.27, 0.64, -0.76], [-0.41, -2.74, 0.41], [1.14, -0.08, -0.12], [-0.84, -0.02, 0.23], [0.41, -0.79, -0.17], [1.11, -0.50, 0.09]], "nbo_charge": [-0.43, -0.28, 0.55, -0.61, -0.34, 0.43, -0.47, 0.24, 0.25, 0.24, 0.20, 0.55, 0.27, 0.24, 0.15], "total_energy_ev": -9854.160, "largest_force_ha_per_bohr": 0.081, "charge": 1, "lumo_ev": -4.5, "relative_energy_kj_mol": 209.5, "orbital_gap_ev": 9.763}

[5]
{"formula": "C4H8NO2", "method": "ωB97M-V with the def2-TZVPD basis set", "elements": ["C", "C", "C", "C", "N", "O", "O", "H", "H", "H", "H", "H", "H", "H", "H"], "xyz": [[-0.565119, 1.566834, -0.112460], [-0.924552, -0.243386, 2.623802], [-0.165694, 0.313918, 0.056197], [1.426075, -1.417709, -0.636856], [0.185476, -0.646934, -0.935846], [-0.904190, -1.345010, 2.855550], [-0.756859, 2.119165, -1.347206], [-0.921534, 2.107461, 0.690711], [-1.085370, 0.866167, 2.777192], [1.021978, -1.942776, 0.216331], [1.769707, -2.125866, -1.449849], [2.277481, -0.698813, -0.373738], [-0.663865, -1.418136, -1.045287], [0.304703, -0.184733, -1.947024], [-0.998236, 3.049819, -1.371516]], "atomic_forces_ev_per_a": [[0.08, -1.63, -2.69], [0.75, 1.41, -2.41], [-0.74, 0.12, 3.67], [1.09, 0.14, 0.30], [-1.88, -0.73, -4.82], [-0.23, 0.10, 0.59], [0.34, -0.28, -0.43], [-0.42, 1.32, 1.69], [0.09, -1.38, 0.16], [1.15, -0.58, 0.53], [-0.83, 0.97, 0.77], [-1.45, -1.06, -0.27], [2.58, 2.54, 0.17], [-0.59, -0.98, 2.34], [0.06, 0.03, 0.40]], "nbo_charge": [0.08, 0.65, -0.26, -0.41, -0.58, -0.31, -0.71, 0.17, 0.28, 0.22, 0.24, 0.25, 0.45, 0.43, 0.51], "total_energy_ev": -9850.360, "largest_force_ha_per_bohr": 0.102, "charge": 1, "lumo_ev": [-4.4, -4.4], "relative_energy_kj_mol": 576.0, "orbital_gap_ev": [8.181, 8.179]}

[6]
{"formula": "C4H8NO2", "method": "ωB97M-V with the def2-TZVPD basis set", "elements": ["C", "C", "C", "C", "N", "O", "O", "H", "H", "H", "H", "H", "H", "H", "H"], "xyz": [[1.257218, -0.082135, 0.135071], [2.600764, -0.345433, 0.081476], [0.633896, 1.241047, -0.051814], [-1.161160, -0.146727, -0.543544], [-2.262044, -0.635066, 0.237495], [0.362722, -1.051902, 0.289811], [-0.803720, 1.098806, -0.140049], [2.798309, -1.455468, 0.165128], [3.137501, 0.605328, 0.178667], [0.851399, 1.929293, 0.819277], [1.146669, 1.708108, -0.900146], [-0.897324, -0.544948, -1.553952], [-2.463149, -1.550533, -0.183293], [-3.171453, -0.125929, 0.146233], [-2.029628, -0.644446, 1.319642]], "atomic_forces_ev_per_a": [[1.70, -1.78, -0.30], [-3.05, -0.02, 0.50], [1.23, 2.22, 1.19], [5.30, 0.92, 1.65], [-1.16, -0.46, 1.31], [-3.31, 0.83, -1.12], [-0.48, -1.57, -0.91], [0.76, 1.82, 0.01], [0.95, -1.11, -0.26], [-0.70, -0.72, -0.84], [-0.87, 0.07, -0.28], [-1.02, 0.40, 0.78], [-0.02, -0.43, 0.93], [0.83, 0.19, -0.13], [-0.14, -0.35, -2.53]], "nbo_charge": [0.24, -0.47, -0.15, 0.46, -0.74, -0.54, -0.47, 0.26, 0.23, 0.24, 0.24, 0.26, 0.47, 0.47, 0.50], "total_energy_ev": -9851.903, "largest_force_ha_per_bohr": 0.109, "charge": 1, "lumo_ev": [-4.8, -4.8], "relative_energy_kj_mol": 427.2, "orbital_gap_ev": [7.398, 7.398]}

[7]
{"formula": "C4H8NO2S", "method": "ωB97M-V with the def2-TZVPD basis set", "elements": ["O", "C", "C", "C", "S", "N", "C", "O", "H", "H", "H", "H", "H", "H", "H", "H"], "xyz": [[-3.251560, 0.665252, -0.145298], [-2.187994, 0.737837, -0.955512], [-0.792169, 0.145355, -0.460036], [0.164261, -0.473377, -1.334861], [3.664323, -0.274293, 0.098311], [-0.469313, 0.496506, 0.860267], [0.585474, -0.190225, 1.745804], [-0.129233, -0.859751, 2.638170], [-1.686656, 1.771850, -1.325173], [-2.535193, 0.311220, -1.975947], [1.230236, -0.493360, -1.255434], [-0.345491, -0.839366, -2.240526], [4.586643, -1.041279, -0.493628], [-1.304903, 0.205686, 1.410114], [1.142862, 0.671226, 2.308886], [1.328715, -0.833278, 1.124863]], "atomic_forces_ev_per_a": [[1.91, 0.90, 0.05], [-0.36, -0.83, -1.04], [1.82, 0.11, -0.45], [-3.37, 1.63, 0.45], [-0.60, 0.12, 0.14], [-0.26, -2.52, -1.10], [-0.72, 0.85, 1.93], [0.94, -0.17, -1.10], [-1.12, -0.97, 0.76], [1.19, 0.06, 0.82], [0.46, -0.32, 0.56], [0.68, 0.23, 0.21], [-0.04, -0.21, -0.05], [-0.21, 1.21, -0.08], [-0.21, -1.01, -1.43], [-0.11, 0.93, 0.34]], "nbo_charge": [-0.77, -0.06, 0.16, -0.28, -0.67, -0.47, 0.05, -0.62, 0.13, 0.13, 0.24, 0.19, 0.09, 0.43, 0.17, 0.26], "total_energy_ev": -20691.486, "largest_force_ha_per_bohr": 0.073, "charge": -1, "lumo_ev": -0.7, "relative_energy_kj_mol": 826.4, "orbital_gap_ev": 3.502}

[8]
{"formula": "C4H8NO2S", "method": "ωB97M-V with the def2-TZVPD basis set", "elements": ["C", "N", "C", "C", "S", "C", "O", "O", "H", "H", "H", "H", "H", "H", "H", "H"], "xyz": [[-0.679066, 1.129188, -0.599078], [0.014394, 0.548813, -1.746788], [0.101116, -0.903809, -1.663753], [1.127253, -1.317438, -0.508785], [1.096238, -3.080560, -0.294294], [-0.374423, 0.998944, 2.545766], [-1.555499, 1.323890, 2.825381], [0.583418, 1.762855, 2.298094], [-1.158583, 0.387397, 0.053626], [-1.559470, 1.704674, -0.979874], [-0.036781, 1.826624, -0.065105], [0.475441, -1.334569, -2.592271], [-0.876124, -1.308066, -1.371089], [2.051349, -0.838401, -0.876252], [0.889956, -0.814218, 0.425781], [-0.099220, -0.085325, 2.548642]], "atomic_forces_ev_per_a": [[-0.94, -0.36, -1.19], [-0.08, -0.29, 0.17], [0.21, 1.09, 1.38], [-0.51, 0.97, -1.20], [0.44, -0.93, -0.01], [-0.01, 0.69, 0.48], [0.10, -0.44, -0.10], [0.21, 0.09, -0.06], [0.53, 0.07, 0.25], [0.59, 0.02, -0.01], [-0.01, -0.15, 0.27], [-0.17, -0.01, -0.02], [0.04, -0.23, -0.17], [0.19, -0.57, 0.30], [-0.27, 0.17, -0.06], [-0.32, -0.14, -0.03]], "nbo_charge": [-0.50, -0.30, -0.29, -0.54, -0.72, 0.61, -0.81, -0.81, 0.19, 0.17, 0.25, 0.18, 0.18, 0.16, 0.20, 0.02], "s2": 0.755, "spin_multiplicity": 2, "total_energy_ev": -20695.863, "largest_force_ha_per_bohr": 0.035, "charge": -2, "lumo_ev": [6.1, 6.0], "relative_energy_kj_mol": 0.0, "orbital_gap_ev": [5.948, 5.953]}